Record 1
14
Properties=species:S:1:pos:R:3:mulliken_charge:R:1 method="wB97M-V/def2-TZVPD" homo_energy_ev=-8.353 total_energy_ha=-1007.67250
C 2.143 -1.094 0.058 -1.07
C 1.906 0.352 -0.055 0.07
C 0.710 0.838 -0.123 -0.29
S -0.737 -0.215 0.088 -0.15
C -2.023 1.005 0.136 0.07
N -3.273 0.780 0.026 -0.36
S -4.007 -0.664 -0.060 -0.05
H 2.673 -1.380 -0.814 0.30
H 2.758 -1.456 0.895 0.26
H 1.260 -1.757 -0.041 0.28
H 2.765 1.027 -0.152 0.31
H 0.611 1.981 -0.242 0.23
H -1.826 2.068 0.269 0.35
H -2.961 -1.483 0.015 0.04

Record 2
16
Properties=species:S:1:pos:R:3:mulliken_charge:R:1 method="wB97M-V/def2-TZVPD" homo_energy_ev=-9.581 total_energy_ha=-387.91375 smiles="C#C[C@@](N)(C=C)CF"
C 1.328 2.317 -0.083 0.30
C 0.860 1.224 -0.168 -1.38
C 0.194 -0.090 0.010 1.77
N 0.197 -0.439 1.425 -0.77
C -1.185 0.045 -0.526 -0.84
C -2.315 -0.319 0.003 -0.62
C 1.034 -1.143 -0.790 -0.46
F 2.098 -1.417 0.058 -0.32
H 1.736 3.385 0.127 0.39
H 1.150 -0.660 1.637 0.31
H -0.071 0.381 2.067 0.30
H -1.262 0.356 -1.598 0.24
H -3.342 -0.095 -0.523 0.23
H -2.454 -0.722 1.074 0.28
H 1.481 -0.659 -1.695 0.28
H 0.550 -2.166 -1.018 0.30